{
  "formula": "C17H19Cl5N4O3SSc",
  "method": "the ωB97M-V functional and the def2-TZVPD basis",
  "elements": ["Sc", "Cl", "C", "C", "C", "Cl", "C", "Cl", "C", "Cl", "C", "Cl", "C", "C", "N", "O", "C", "C", "N", "O", "H", "H", "H", "H", "H", "H", "H", "C", "O", "H", "H", "H", "H", "C", "C", "C", "C", "N", "C", "S", "N", "C", "H", "H", "H", "H", "H", "H", "H", "H"],
  "coordinates": [[-1.2543, -0.3304, 1.7994], [-4.0824, 2.0409, 0.6431], [-4.5165, 0.5820, 1.4880], [-3.4955, -0.2585, 1.8910], [-3.8838, -1.3932, 2.5615], [-2.5330, -2.4378, 3.0517], [-5.1882, -1.7493, 2.8564], [-5.5527, -3.1933, 3.7044], [-6.1883, -0.8752, 2.4293], [-7.8283, -1.2452, 2.7538], [-5.8552, 0.2977, 1.7395], [-7.0924, 1.3645, 1.2154], [2.4889, -3.3239, 1.9196], [1.3470, -2.3737, 2.0814], [0.3460, -2.3080, 1.2790], [0.2938, -3.1515, 0.2036], [1.2723, -1.4041, 3.2386], [2.0739, -1.4921, 4.4892], [0.3712, -0.5659, 2.9543], [-0.3383, 0.3706, 3.5468], [2.9278, -3.2420, 0.9207], [2.1648, -4.3571, 2.0699], [3.2765, -3.1083, 2.6366], [1.1243, -3.6478, 0.1364], [2.0790, -2.5131, 4.8735], [1.6451, -0.8314, 5.2399], [3.1091, -1.1917, 4.3162], [-0.2285, 2.3406, 0.5605], [-0.3654, 0.9145, 0.3806], [0.8270, 2.5979, 0.5990], [-0.7058, 2.6155, 1.4988], [-0.7110, 2.8525, -0.2660], [0.3956, 0.5499, -0.1662], [3.8204, 0.8350, -5.5826], [2.8043, 1.1843, -4.5477], [1.8950, 2.1892, -4.6442], [1.0118, 2.3935, -3.5626], [1.0373, 1.6540, -2.4677], [1.9295, 0.6479, -2.3682], [2.0259, -0.3714, -1.0300], [2.7926, 0.4432, -3.4121], [-0.0064, 3.4841, -3.6426], [3.6660, 1.4215, -6.4837], [3.7600, -0.2239, -5.8386], [4.8250, 1.0351, -5.2055], [1.8512, 2.8118, -5.5254], [3.4489, -0.3186, -3.3035], [0.4812, 4.4429, -3.8256], [-0.5846, 3.5383, -2.7252], [-0.6811, 3.2999, -4.4806]],
  "max_force_ev_per_a": 0.45,
  "charge": 1,
  "homo_energy_ev": -11.19,
  "energy_ha": -4563.61059,
  "gap_ev": 8.2
}